[1]
The following is a DFT calculation (wB97M-V/def2-TZVPD) of a molecular structure, C16H49CoO9 in a non-equilibrium geometry.

Each line ends with the Löwdin charge.
Geometry (Å):
1 Co 23.519047 -18.688726 -44.426327  1.06
2 O 21.764668 -19.353461 -43.669500  -0.34
3 H 21.807806 -19.465364 -42.699888  0.00
4 C 18.382318 -20.683544 -42.067526  -0.06
5 C 18.586437 -19.179932 -41.873900  -0.29
6 O 19.939130 -18.876625 -41.671663  -0.10
7 H 17.372556 -21.017387 -42.306390  0.08
8 H 18.632680 -21.206920 -41.144762  0.08
9 H 19.029046 -20.874723 -42.923848  0.06
10 H 18.007108 -18.802458 -41.031296  0.12
11 H 18.299299 -18.633006 -42.771972  0.10
12 H 20.485612 -19.140854 -42.415400  0.01
13 C 23.363635 -15.240945 -46.611549  -0.07
14 C 22.306142 -16.268945 -46.398847  -0.29
15 O 22.299370 -16.854500 -45.090418  -0.12
16 H 24.369078 -15.614562 -46.417648  0.07
17 H 23.343775 -14.440001 -45.872502  0.08
18 H 23.391022 -14.726123 -47.571921  0.09
19 H 22.347582 -17.048893 -47.159141  0.12
20 H 21.283056 -15.930385 -46.562502  0.12
21 H 21.527919 -16.558899 -44.601443  0.10
22 C 23.886647 -21.456014 -39.053947  -0.07
23 C 22.742371 -21.860205 -39.873170  -0.36
24 O 23.044636 -23.037168 -40.573833  -0.08
25 H 24.080773 -22.276088 -38.362651  0.10
26 H 23.571342 -20.522430 -38.587999  0.06
27 H 24.671617 -21.124752 -39.733799  0.06
28 H 22.480963 -21.056537 -40.561559  0.10
29 H 21.899577 -22.296603 -39.337112  0.13
30 H 22.599440 -22.980011 -41.422442  0.04
31 C 24.665007 -17.911919 -40.538619  -0.04
32 C 23.669674 -17.195991 -41.436260  -0.23
33 O 23.971553 -17.380171 -42.800569  -0.13
34 H 24.716991 -18.972591 -40.784342  0.05
35 H 24.563976 -17.779201 -39.461457  0.08
36 H 25.674450 -17.546390 -40.727020  0.08
37 H 23.791652 -16.121841 -41.296867  0.14
38 H 22.673077 -17.611653 -41.287566  0.11
39 H 24.580846 -16.702069 -43.101481  0.12
40 C 26.483418 -21.308833 -43.971412  -0.07
41 C 25.544490 -21.012102 -42.828881  -0.25
42 O 24.308515 -20.482544 -43.392543  -0.14
43 H 25.973462 -21.868577 -44.755468  0.09
44 H 27.343548 -21.843882 -43.568927  0.09
45 H 26.943766 -20.385923 -44.324136  0.07
46 H 26.042547 -20.348259 -42.122237  0.11
47 H 25.352073 -21.940662 -42.291441  0.13
48 H 23.660410 -21.190718 -43.386999  0.05
49 C 22.364236 -17.673874 -37.284702  -0.08
50 C 21.285983 -17.645319 -38.352347  -0.32
51 O 21.391094 -18.828313 -39.106796  -0.09
52 H 22.020430 -17.407435 -36.285237  0.08
53 H 23.234165 -17.108359 -37.618652  0.05
54 H 22.837226 -18.654601 -37.234079  0.06
55 H 21.249587 -16.754345 -38.979204  0.11
56 H 20.362795 -17.641965 -37.772844  0.11
57 H 21.091748 -18.585978 -39.986146  0.03
58 C 19.267935 -17.953746 -46.010619  -0.09
59 C 18.900299 -19.319110 -45.706165  -0.35
60 O 20.079300 -20.023445 -45.689949  -0.07
61 H 18.369466 -17.428032 -46.333841  0.10
62 H 20.125755 -17.831448 -46.671896  0.07
63 H 19.601576 -17.486703 -45.083975  0.07
64 H 18.172873 -19.595666 -46.469368  0.13
65 H 18.366401 -19.493565 -44.772027  0.10
66 H 20.597534 -19.717853 -44.941856  0.01
67 C 20.913250 -24.201017 -43.667197  -0.06
68 C 21.579376 -23.043422 -44.433022  -0.29
69 O 22.034387 -22.216196 -43.444378  -0.12
70 H 20.174039 -23.793388 -42.977628  0.08
71 H 21.596052 -24.848209 -43.116716  0.08
72 H 20.444847 -24.974837 -44.275407  0.07
73 H 20.838294 -22.484823 -45.004744  0.11
74 H 22.413487 -23.305471 -45.083945  0.12
75 H 21.710750 -21.312559 -43.461836  0.04

Forces on atoms 1 to 2 (eV/Å):
-2.153 -0.520 2.506
1.164 0.273 0.068

Its multiplicity is 4. As for the lowest unoccupied orbital energy (spin up / spin down): -4.6 / -4.8 eV. Its energy above the lowest of the compared OMol25 structures with the same formula, charge and spin is 4.2751 eV. The calculation puts the strongest force on any atom at 0.075 Eh/bohr. For the HOMO energy (spin up / spin down), the calculation gives -11.72 / -11.72 eV. The charge is +1.

---

[2]
The following is a DFT calculation (wB97M-V/def2-TZVPD) of 3 unconnected molecules or ions with the total composition CH6NO4 in a non-equilibrium geometry.

Each line ends with the natural charge from an NBO analysis.
Geometry (Å):
1 N 1.536168 -0.626959 1.422987  -0.97
2 C 0.388594 -0.700653 0.485589  0.89
3 O 0.682199 -0.683088 -0.690219  -0.78
4 O -0.727693 -0.689783 1.052699  -0.80
5 H 2.443262 -1.032947 1.288406  0.36
6 H 1.350155 -0.294993 2.379803  0.36
7 H -0.295979 -0.257947 -1.954057  0.50
8 H -1.280430 -1.083062 -2.263916  0.44
9 O -1.144813 -0.222346 -2.497199  -0.99
10 H -0.999229 1.193068 0.528381  0.47
11 H -0.635553 2.550633 0.148421  0.44
12 O -1.316681 1.848077 0.099105  -0.92

Forces on atoms 1 to 2 (eV/Å):
-0.834 0.625 0.869
0.368 0.210 3.417

Its multiplicity is 1. As for the lowest unoccupied orbital energy: 4.2 eV. Its energy above the lowest of the compared OMol25 structures with the same formula, charge and spin is 1.5866 eV. The calculation puts the strongest force on any atom at 0.199 Eh/bohr. For the HOMO energy, the calculation gives -4.66 eV. The charge is -1.

---

[3]
The following is a DFT calculation (wB97M-V/def2-TZVPD) of 4 unconnected molecules or ions with the total composition C19H36N2O13 in a non-equilibrium geometry.

Each line ends with the natural charge from an NBO analysis.
Geometry (Å):
1 C 5.429092 -1.261386 2.675126  -0.70
2 C 3.867666 -1.014958 2.129031  0.28
3 N 3.593883 0.248855 1.668689  -0.62
4 C 2.823794 -2.281544 2.197201  -0.14
5 O 2.344039 -2.751965 0.878292  -0.51
6 C 1.487132 -1.755466 0.217619  0.98
7 O 1.922674 -1.253925 -0.966876  -0.54
8 O 0.226357 -1.198638 0.732133  -0.39
9 N 0.460600 -0.142240 1.540315  -0.19
10 C 0.420327 1.170033 0.787790  -0.48
11 C -0.679783 -0.179513 2.552099  0.68
12 C -1.086128 -1.640098 3.253880  -0.72
13 O -1.378131 0.909462 2.939762  -0.60
14 H 5.336884 -1.353572 3.852100  0.23
15 H 5.896306 -2.254972 2.214598  0.24
16 H 6.107056 -0.327261 2.472131  0.23
17 H 4.420619 0.884300 1.727132  0.35
18 H 1.919701 -2.116902 2.957694  0.22
19 H 3.432595 -3.199265 2.658251  0.23
20 H 0.771947 2.101854 1.431487  0.25
21 H 1.086785 1.124465 -0.199654  0.25
22 H -0.702742 1.417649 0.469604  0.21
23 H -1.972014 -1.539718 4.017145  0.26
24 H -1.357487 -2.430778 2.401863  0.25
25 H -0.157277 -2.029806 3.880024  0.23
26 C -2.561799 2.467860 4.807744  -0.64
27 C -4.054915 2.700238 4.658979  -0.07
28 O -4.796180 1.783606 5.473630  -0.50
29 C -4.866382 2.094091 6.791983  0.98
30 O -4.366095 3.071849 7.327921  -0.64
31 O -5.565742 1.116220 7.418751  -0.50
32 C -5.641296 1.276973 8.833812  -0.26
33 H -2.313576 1.419118 4.614016  0.24
34 H -2.000017 3.100397 4.114868  0.22
35 H -2.225855 2.690252 5.825334  0.21
36 H -4.349516 2.511642 3.620718  0.19
37 H -4.328684 3.736545 4.888294  0.19
38 H -6.015237 2.268526 9.103245  0.20
39 H -4.657132 1.099784 9.280831  0.19
40 H -6.337789 0.529113 9.223784  0.19
41 C -0.146413 -2.028576 -2.881764  -0.64
42 C -1.104319 -0.952947 -2.401178  -0.07
43 O -1.965427 -0.526576 -3.464214  -0.50
44 C -3.007767 -1.348876 -3.741226  0.98
45 O -3.269712 -2.395761 -3.167690  -0.65
46 O -3.694874 -0.821824 -4.784430  -0.50
47 C -4.774205 -1.637476 -5.235764  -0.26
48 H 0.397790 -1.691371 -3.770101  0.21
49 H 0.573342 -2.284534 -2.099321  0.23
50 H -0.683414 -2.938964 -3.165717  0.22
51 H -0.532663 -0.073769 -2.084004  0.19
52 H -1.687858 -1.287167 -1.535588  0.19
53 H -5.443254 -1.904767 -4.413248  0.20
54 H -4.381781 -2.536431 -5.723295  0.19
55 H -5.346285 -1.066372 -5.972678  0.20
56 C 2.971673 -1.295115 -5.249600  -0.64
57 C 3.398262 -0.091993 -4.427381  -0.07
58 O 4.359059 0.696687 -5.140262  -0.50
59 C 3.853775 1.514013 -6.097367  0.98
60 O 2.673385 1.634343 -6.390158  -0.64
61 O 4.888827 2.155761 -6.693186  -0.50
62 C 4.500651 2.988622 -7.783878  -0.26
63 H 3.845511 -1.868830 -5.575584  0.21
64 H 2.313710 -1.947810 -4.669210  0.22
65 H 2.438944 -0.987419 -6.154768  0.22
66 H 3.888066 -0.435386 -3.509494  0.20
67 H 2.538966 0.517725 -4.125186  0.20
68 H 3.714131 3.689291 -7.490526  0.20
69 H 4.173059 2.369316 -8.625867  0.19
70 H 5.375141 3.565385 -8.098659  0.19

Forces on atoms 1 to 2 (eV/Å):
-1.072 -0.585 0.531
1.586 4.004 -1.041

Its multiplicity is 1. As for the lowest unoccupied orbital energy: -0.4 eV. As for the SMILES: [H]/N=C(\C)COC(=O)ON(C)C(C)=O.CCOC(=O)OC.CCOC(=O)OC.CCOC(=O)OC. The calculation puts the strongest force on any atom at 0.183 Eh/bohr. For the HOMO energy, the calculation gives -10.04 eV. The charge is 0.

---

[4]
The following is a DFT calculation (wB97M-V/def2-TZVPD) of a gas-phase ion, C6H14ClNOP (charge -1).

Each line ends with the natural charge from an NBO analysis.
Geometry (Å):
1 C 0.603688 -2.541059 -0.399561  -0.62
2 C 0.421479 -1.383057 0.574702  -0.73
3 P -0.075817 0.273615 -0.231396  0.86
4 C -1.954550 0.127616 0.151882  -0.80
5 C -2.518626 1.465583 0.456312  0.17
6 N -3.747107 1.790402 0.307925  -0.68
7 C 1.862889 0.608695 -0.794856  -0.83
8 C 2.649865 1.251861 0.217505  0.61
9 O 2.714619 2.400117 0.531273  -0.56
10 Cl 3.790800 0.108101 1.101563  -0.23
11 H -0.196775 -2.546300 -1.141288  0.20
12 H 0.577682 -3.504419 0.114137  0.19
13 H 1.553905 -2.477978 -0.927376  0.19
14 H 1.345786 -1.228288 1.126974  0.21
15 H -0.330096 -1.661960 1.314945  0.19
16 H 0.137377 0.980063 1.045265  -0.18
17 H -0.385545 1.567813 -0.875982  -0.16
18 H -0.230029 -0.391351 -1.533812  -0.18
19 H -2.148229 -0.517529 1.011511  0.22
20 H -2.491949 -0.292554 -0.699468  0.22
21 H -1.790182 2.196367 0.824509  0.15
22 H -3.880387 2.761503 0.583049  0.31
23 H 1.783154 1.326920 -1.609250  0.24
24 H 2.308052 -0.314159 -1.148562  0.22

Forces on atoms 1 to 2 (eV/Å):
-0.158 0.034 0.142
0.128 -0.218 -0.013

Its multiplicity is 1. As for the lowest unoccupied orbital energy: 3.5 eV. The calculation puts the strongest force on any atom at 0.016 Eh/bohr. For the HOMO energy, the calculation gives -4.22 eV. The charge is -1.